1.
The following is a DFT calculation (ωB97M-V with the def2-TZVPD basis set) of one molecule with the formula C4H4N2O2.

CARTESIAN COORDINATES (ANGSTROEM)
C (-2.000, -2.223, 0.568)
C (-1.264, -1.381, 0.180)
C (-0.408, -0.354, -0.236)
N (0.541, -0.590, -1.038)
N (1.434, 0.382, -1.396)
O (-0.794, 0.909, 0.284)
C (0.129, 1.610, 0.936)
O (1.287, 1.303, 1.164)
H (-2.602, -3.103, 0.808)
H (2.246, -0.059, -1.863)
H (1.780, 0.903, -0.617)
H (-0.348, 2.602, 1.210)

Results
LUMO energy in eV: 0.85
Orbital gap in eV: 9.932
Energy relative to the best compared isomer or geometry (same formula, charge and spin) in kcal per mole: 90.6

The computed natural (NBO) charges, all in e, follow: C -0.1540; C -0.0870; C 0.3596; N -0.1915; N -0.6339; O -0.4806; C 0.6579; O -0.5994; H 0.2444; H 0.3685; H 0.3796; H 0.1364



2.
The following is a DFT calculation (ωB97M-V with the def2-TZVPD basis set) of a 2-piece molecular cluster, C2H4ClNS overall.

CARTESIAN COORDINATES (ANGSTROEM)
C (0.215, -1.349, -0.067)
N (-0.546, -0.511, 0.542)
C (-1.592, 0.213, 0.250)
S (-1.195, 1.739, -0.254)
H (1.091, -1.736, 0.620)
H (-0.080, -1.845, -0.994)
H (-2.574, -0.030, 0.525)
Cl (2.894, 1.679, -0.623)
H (1.787, 1.841, 0.002)

Results
LUMO energy in eV: -0.14
Orbital gap in eV: 8.676
Energy relative to the best compared isomer or geometry (same formula, charge and spin) in kcal per mole: 42.5

The computed natural (NBO) charges, all in e, follow: C -0.0216; N -0.3805; C -0.0743; S -0.1222; H 0.2030; H 0.1870; H 0.2168; Cl -0.2896; H 0.2815



3.
The following is a DFT calculation (ωB97M-V with the def2-TZVPD basis set) of one molecule with the formula C5H9NO.

CARTESIAN COORDINATES (ANGSTROEM)
C (-1.781, -0.487, 0.452)
C (-0.572, -0.111, -0.364)
C (-0.273, 1.498, -0.349)
O (0.302, 1.985, 0.693)
C (0.641, -0.848, 0.026)
C (1.855, -0.068, -0.499)
N (1.621, -0.380, 1.030)
H (-2.735, -0.334, -0.161)
H (-1.813, -0.254, 1.556)
H (-1.812, -1.636, 0.549)
H (-0.836, -0.403, -1.417)
H (-0.766, 2.184, -1.168)
H (0.468, -2.015, -0.046)
H (1.893, 1.093, -0.848)
H (2.564, -0.806, -0.856)
H (1.244, 0.585, 1.402)

Results
LUMO energy in eV: 0.23
Orbital gap in eV: 9.451
Energy relative to the best compared isomer or geometry (same formula, charge and spin) in kcal per mole: 102.7

The computed natural (NBO) charges, all in e, follow: C -0.6310; C -0.3274; C 0.4309; O -0.5670; C -0.0950; C -0.3163; N -0.5886; H 0.2188; H 0.2355; H 0.2187; H 0.2169; H 0.1614; H 0.2115; H 0.2306; H 0.2094; H 0.3914



4.
The following is a DFT calculation (ωB97M-V with the def2-TZVPD basis set) of C6H27HgN6O9 as an isolated structure.

CARTESIAN COORDINATES (ANGSTROEM)
Hg (-11.603, 0.746, -3.782)
C (-13.075, 2.020, 0.241)
O (-11.987, 1.647, -0.564)
H (-13.381, 1.247, 0.947)
H (-12.806, 2.917, 0.798)
H (-14.047, 2.263, -0.189)
C (-18.574, 0.595, -1.991)
C (-18.204, 0.448, -0.475)
O (-18.854, 1.513, 0.278)
O (-18.015, 1.709, -2.551)
H (-19.655, 0.650, -2.122)
H (-18.194, -0.318, -2.449)
H (-17.190, 0.464, -0.077)
H (-18.590, -0.484, -0.063)
H (-19.793, 1.479, 0.081)
H (-17.975, 2.331, -1.820)
C (-12.821, -3.601, 4.237)
O (-13.344, -3.852, 5.324)
N (-11.661, -4.042, 4.021)
N (-13.121, -2.587, 3.484)
H (-11.172, -3.933, 3.143)
H (-11.416, -4.816, 4.622)
H (-13.862, -1.938, 3.708)
H (-12.463, -2.303, 2.772)
C (-8.643, 4.740, -0.089)
O (-7.594, 5.315, 0.180)
N (-8.668, 3.505, -0.423)
N (-9.669, 5.461, -0.418)
H (-9.580, 3.153, -0.674)
H (-7.813, 2.967, -0.410)
H (-10.597, 5.122, -0.626)
H (-9.390, 6.431, -0.382)
C (-10.015, 1.238, 4.958)
O (-9.914, 0.917, 6.082)
N (-10.975, 2.016, 4.527)
N (-9.277, 0.898, 3.920)
H (-11.027, 2.360, 3.579)
H (-11.625, 2.315, 5.240)
H (-9.708, 0.852, 3.008)
H (-8.341, 0.563, 4.099)
O (-10.366, -2.001, 0.550)
H (-10.522, -2.695, -0.090)
H (-10.873, -1.257, 0.224)
O (-9.049, -0.462, -2.835)
H (-8.347, -0.262, -2.216)
H (-9.225, -1.395, -2.705)
O (-14.753, 6.510, 1.506)
H (-14.304, 6.906, 0.759)
H (-14.753, 5.571, 1.316)

Results
Net charge: +1
LUMO energy in eV: -9.93
Orbital gap in eV: 1.690
Energy relative to the best compared isomer or geometry (same formula, charge and spin) in kcal per mole: 110.8

The computed natural (NBO) charges, all in e, follow: Hg 0.6827; C -0.3423; O -0.3130; H 0.2013; H 0.2295; H 0.2893; C -0.0811; C -0.1095; O -0.7383; O -0.7066; H 0.1667; H 0.1733; H 0.1771; H 0.1775; H 0.4701; H 0.4719; C 0.7263; O -0.6105; N -0.7894; N -0.8075; H 0.3807; H 0.4161; H 0.4094; H 0.3788; C 0.7279; O -0.6163; N -0.8002; N -0.8284; H 0.3780; H 0.4243; H 0.3820; H 0.4322; C 0.7466; O -0.6044; N -0.8300; N -0.8535; H 0.3722; H 0.4095; H 0.3757; H 0.4107; O -0.9368; H 0.4724; H 0.4656; O -0.9604; H 0.4959; H 0.4837; O -0.9193; H 0.4664; H 0.4537



5.
The following is a DFT calculation (ωB97M-V with the def2-TZVPD basis set) of one molecule with the formula C3H4N4S.

CARTESIAN COORDINATES (ANGSTROEM)
H (2.794, -2.022, -0.085)
N (2.171, -1.239, 0.126)
C (0.984, -1.576, -0.136)
N (-0.094, -0.701, 0.088)
N (-1.376, -1.248, -0.060)
N (-2.285, -0.229, 0.001)
C (-1.625, 0.874, -0.018)
C (-0.181, 0.668, 0.027)
S (1.018, 1.799, -0.018)
H (0.633, -2.557, -0.529)
H (-1.591, -1.943, 0.625)
H (-2.105, 1.856, -0.047)

Results
LUMO energy in eV: -0.31
Orbital gap in eV: 8.029
Energy relative to the best compared isomer or geometry (same formula, charge and spin) in kcal per mole: 32.0

The computed natural (NBO) charges, all in e, follow: H 0.3513; N -0.5774; C 0.2530; N -0.2765; N -0.2441; N -0.1781; C -0.0316; C -0.0077; S -0.0754; H 0.1711; H 0.3815; H 0.2339



6.
The following is a DFT calculation (ωB97M-V with the def2-TZVPD basis set) of a 2-piece molecular cluster, C5H8BrN overall.

CARTESIAN COORDINATES (ANGSTROEM)
C (1.000, -3.403, -0.807)
C (1.094, -2.177, -0.340)
Br (2.746, -1.273, -0.127)
H (1.857, -3.984, -1.103)
H (0.033, -3.864, -0.910)
H (0.249, -1.581, -0.029)
C (-0.415, 2.225, -0.474)
C (-0.824, 2.007, 0.984)
C (-1.428, 0.708, 1.147)
N (-1.883, -0.338, 1.229)
H (0.033, 3.209, -0.593)
H (-1.282, 2.157, -1.129)
H (0.312, 1.479, -0.785)
H (0.052, 2.069, 1.637)
H (-1.546, 2.766, 1.298)

Results
LUMO energy in eV: 0.73
Orbital gap in eV: 10.292
Energy relative to the best compared isomer or geometry (same formula, charge and spin) in kcal per mole: 1.3

The computed natural (NBO) charges, all in e, follow: C -0.4051; C -0.2653; Br 0.0187; H 0.2082; H 0.2163; H 0.2253; C -0.5867; C -0.5154; C 0.2965; N -0.3423; H 0.2170; H 0.2166; H 0.2205; H 0.2494; H 0.2463



Number 1: largest force on an atom 2.81 eV/A. Number 2: largest force on an atom 3.90 eV/A. Number 3: largest force on an atom 5.59 eV/A. Number 4: largest force on an atom 7.28 eV/A. Number 5: largest force on an atom 0.78 eV/A. Number 6: largest force on an atom 0.67 eV/A.